No. 1
Entry from the Open Molecules 2025 dataset: the molecule C5H8O3 (ωB97M-V/def2-TZVPD).

Cartesian coordinates (Å):
O 2.54 -2.70 -0.01
C 1.56 -2.11 0.37
O 0.78 -2.81 1.16
C 1.25 -0.74 0.02
C 0.17 0.03 0.53
C -0.04 1.40 0.14
C -1.35 1.59 -0.59
O -1.36 0.81 -1.80
H -0.13 -2.38 1.22
H 1.74 -0.24 -0.59
H -0.47 -0.49 1.24
H 0.04 2.10 1.09
H 0.49 1.61 -0.54
H -2.23 1.26 0.28
H -1.77 2.65 -1.07
H -1.24 0.03 -1.43

As for the multiplicity: 1. Its SMILES is O=C(O)/C=C/CCO. The value obtained for the calculated total energy is -420.8900 a.u.

Mulliken atomic charge list, values in e, 8 entries: -0.5460 0.3700 -0.4593 0.0696 -0.5971 -0.5854 -0.4453 -0.4344

***

No. 2
Entry from the Open Molecules 2025 dataset: a cluster of 4 separate species, C5H8O3 in total (ωB97M-V/def2-TZVPD).

Cartesian coordinates (Å):
C -0.33 0.71 1.67
C -0.58 0.32 0.21
C -1.39 -0.92 0.11
C -2.21 -1.81 0.04
H -1.28 1.01 2.13
H 0.03 -0.14 2.26
H 0.37 1.56 1.70
H -1.41 1.02 -0.02
H -2.88 -2.65 0.00
O 1.35 -0.75 0.00
C 2.06 -0.95 -1.02
O 2.09 -0.14 -1.99
H 2.36 -1.99 -1.23
O 0.06 1.58 -1.25
H 1.20 0.93 -1.89
H 0.54 2.22 -0.72

As for the multiplicity: 1. The value obtained for the calculated total energy is -420.7965 a.u.

Mulliken atomic charge list, values in e, 8 entries: -1.0864 0.5195 -0.7380 0.1767 0.3331 0.2986 0.3267 0.2350

***

No. 3
Entry from the Open Molecules 2025 dataset: the molecule C5H8O3Si (ωB97M-V/def2-TZVPD).

Cartesian coordinates (Å):
O 1.35 0.69 -1.54
Si 1.46 -0.33 -0.36
O 2.06 -1.69 -0.98
O 2.30 0.19 0.92
C -0.27 -0.56 0.37
C -1.44 -0.58 -0.55
C -2.12 0.56 -0.37
C -1.55 1.37 0.71
C -0.51 0.70 1.23
H 1.21 0.32 -2.48
H 2.24 -2.46 -0.47
H 1.79 0.50 1.61
H -0.30 -1.45 0.97
H -1.54 -1.33 -1.32
H -2.94 0.74 -0.95
H -1.90 2.35 1.11
H 0.17 1.00 2.09

As for the multiplicity: 1. Its SMILES is O[Si](O)(O)C1C=CC=C1. The value obtained for the calculated total energy is -710.6501 a.u.

Mulliken atomic charge list, values in e, 8 entries: -0.4902 0.6919 -0.5250 -0.4749 0.4375 -0.8927 -0.4546 -0.5523

***

No. 4
Entry from the Open Molecules 2025 dataset: a cluster of 2 separate species, C5H8O4 in total (ωB97M-V/def2-TZVPD).

Cartesian coordinates (Å):
C 0.95 1.31 -0.85
C 0.21 0.01 -0.83
O -0.04 -0.64 -1.83
C -1.26 0.09 0.24
O -1.96 1.10 -0.38
O -1.82 -1.15 0.13
O -0.88 0.48 1.45
H 1.15 1.64 0.17
H 1.90 1.20 -1.37
H 0.34 2.06 -1.35
H -2.61 0.72 -0.98
H -1.52 -1.54 -0.71
H -0.42 -0.27 1.97
C 1.30 -1.25 0.44
C 1.31 -0.99 1.65
H 1.60 -1.91 -0.35
H 1.74 -0.84 2.61

As for the multiplicity: 1. Its SMILES is CC(=O)C(O)(O)O.C#C. The value obtained for the calculated total energy is -496.1258 a.u.

Mulliken atomic charge list, values in e, 8 entries: -1.3677 0.8870 -0.6599 0.4683 -0.5247 -0.5848 -0.5142 0.3311

***

No. 5
Entry from the Open Molecules 2025 dataset: the molecule C5H8O5 (ωB97M-V/def2-TZVPD).

Cartesian coordinates (Å):
O 1.17 -1.36 3.01
C 0.54 -1.34 2.02
O -0.11 -2.42 1.60
C 0.61 -0.16 1.06
C -0.73 0.14 0.37
O -1.19 -1.02 -0.41
C -0.65 1.35 -0.52
C 0.42 1.20 -1.51
O 1.53 1.67 -1.42
O 0.04 0.44 -2.51
H -0.53 -2.34 0.88
H 1.00 0.94 1.52
H 1.32 -0.42 0.06
H -1.40 0.32 1.16
H -0.73 -0.94 -1.10
H -0.41 2.23 -0.01
H -1.72 1.31 -1.05
H 0.82 0.39 -3.15

As for the multiplicity: 1. Its SMILES is O=C(O)CC(O)CC(=O)O. The value obtained for the calculated total energy is -571.4687 a.u.

Mulliken atomic charge list, values in e, 8 entries: -0.5159 0.2897 -0.4225 -0.1063 -0.3223 -0.5689 -0.5297 0.4487

***

No. 6
Entry from the Open Molecules 2025 dataset: the molecule C5H8O5 (ωB97M-V/def2-TZVPD).

Cartesian coordinates (Å):
C 1.32 1.43 0.36
C 0.96 0.00 0.06
O 1.92 -0.94 0.44
C 0.18 -0.43 -1.02
O 0.27 -1.70 -1.45
C -1.23 0.06 -0.94
O -1.44 1.42 -1.10
C -1.14 -0.24 0.66
O -1.62 0.64 1.38
O -1.08 -1.55 1.06
H 0.72 2.11 -0.24
H 2.40 1.57 0.19
H 1.13 1.64 1.42
H 1.86 -1.07 1.40
H 1.12 -2.05 -1.14
H -1.90 -0.56 -1.53
H -1.69 1.75 -0.20
H -1.79 -2.09 0.66

As for the multiplicity: 1. Its SMILES is C/C(O)=C(/O)[C@H](O)C(=O)O. The value obtained for the calculated total energy is -571.4337 a.u.

Mulliken atomic charge list, values in e, 8 entries: -1.2603 0.6199 -0.5971 0.3106 -0.4922 -0.2798 -0.6189 0.6486